*A*
A cluster of 2 separate species, C3H5BrO in total, computed with wB97M-V/def2-TZVPD.

```
! wB97M-V def2-TZVPD RIJCOSX def2/J DEFGRID3
* xyz 0 1
C 2.45 -0.48 1.25
C -1.67 0.59 1.28
C 1.84 -1.65 1.15
O 3.10 0.48 1.47
Br 1.67 -2.81 -0.29
H -1.97 1.31 0.52
H -2.32 0.76 2.13
H -0.63 0.73 1.59
H -1.91 -0.33 0.85
H 1.20 -1.93 1.93
*
```

Orbital gap ... 0.331 Ha
Molecular weight ... 137.0 g/mol
Highest occupied orbital energy ... -9.10 eV

*B*
A structure of composition C3H5BrO, computed with wB97M-V/def2-TZVPD.

```
! wB97M-V def2-TZVPD RIJCOSX def2/J DEFGRID3
* xyz 0 1
C -0.20 -1.41 0.81
C -0.10 -0.49 -0.15
C 0.15 0.94 -0.04
O 1.01 1.44 -1.00
Br -1.70 1.88 -0.22
H -0.42 -2.57 0.58
H -0.21 -1.26 1.82
H -0.13 -0.61 -1.29
H 0.64 1.31 1.15
H 0.96 0.78 -1.65
*
```

Orbital gap ... 0.379 Ha
Molecular weight ... 137.0 g/mol
Highest occupied orbital energy ... -9.92 eV

Energies relative to the most stable structure, in kJ/mol: *A* 0.0; *B* 59.9.

*A*
A cluster of 8 separate species, C8H32O8 in total, computed with wB97M-V/def2-TZVPD.

```
! wB97M-V def2-TZVPD RIJCOSX def2/J DEFGRID3
* xyz 1 2
O -1.00 4.26 -4.39
H -1.30 4.11 -3.49
H -1.33 5.13 -4.61
O -3.07 5.66 -8.62
H -4.03 5.57 -8.59
H -2.75 5.04 -7.97
O -3.89 5.60 -2.83
H -4.75 5.70 -3.22
H -3.28 5.71 -3.56
O 1.57 8.36 -5.82
H 1.30 8.85 -5.04
H 1.70 9.03 -6.49
C -0.99 9.13 -10.11
C 0.05 8.24 -9.53
O 1.17 9.00 -9.21
H -1.30 9.76 -9.28
H -1.86 8.53 -10.38
H -0.56 9.66 -10.96
H 0.42 7.49 -10.24
H -0.31 7.63 -8.71
H 1.89 8.51 -8.80
C -3.57 11.80 -5.68
C -2.13 12.16 -6.11
O -1.22 12.28 -5.01
H -3.55 10.94 -5.01
H -4.16 11.66 -6.59
H -3.93 12.66 -5.11
H -2.11 13.04 -6.75
H -1.78 11.28 -6.65
H -1.33 13.11 -4.54
C -6.00 9.75 -2.93
C -6.30 9.42 -4.41
O -6.45 10.67 -5.03
H -5.71 8.92 -2.28
H -6.91 10.14 -2.47
H -5.25 10.53 -2.78
H -7.30 8.98 -4.49
H -5.47 8.88 -4.86
H -6.61 10.53 -5.97
C -1.72 8.40 -6.24
C -1.87 7.80 -4.84
O -2.43 6.50 -5.04
H -2.55 8.07 -6.88
H -0.75 8.14 -6.66
H -1.74 9.48 -6.08
H -2.58 8.38 -4.26
H -0.93 7.71 -4.30
H -2.96 6.44 -5.85
*
```

Orbital gap (spin up / spin down) ... 0.318 / 0.074 Ha
Molecular weight ... 256.3 g/mol
Expectation value of S² ... 0.75
Highest occupied orbital energy (spin up / spin down) ... -12.39 / -12.37 eV

*B*
A cluster of 8 separate species, C8H32O8 in total, computed with wB97M-V/def2-TZVPD.

```
! wB97M-V def2-TZVPD RIJCOSX def2/J DEFGRID3
* xyz 1 2
C -2.72 1.29 3.43
O -1.34 1.11 3.71
H -2.94 1.33 2.37
H -3.21 0.41 3.86
H -3.17 2.14 3.95
H -1.21 1.00 4.65
C -1.09 -2.30 -3.59
O -0.04 -1.41 -3.37
H -1.99 -2.04 -3.04
H -1.42 -2.03 -4.60
H -0.77 -3.34 -3.49
H 0.81 -1.70 -3.70
C 0.04 3.21 0.33
O 0.29 3.01 1.72
H -0.99 3.13 -0.02
H 0.26 4.26 0.18
H 0.63 2.61 -0.37
H -0.21 3.68 2.18
C -1.91 1.80 -3.63
O -0.67 1.24 -3.98
H -2.25 1.14 -2.83
H -1.93 2.85 -3.32
H -2.68 1.70 -4.40
H -0.56 0.39 -3.54
C -1.62 -3.32 1.55
O -1.66 -2.12 2.40
H -1.57 -3.08 0.49
H -0.66 -3.81 1.67
H -2.46 -3.93 1.87
H -0.95 -2.10 3.05
C 2.69 -2.45 1.69
O 2.92 -1.30 0.94
H 1.97 -2.27 2.49
H 2.28 -3.31 1.16
H 3.70 -2.67 2.06
H 3.45 -1.53 0.18
C 3.55 1.91 -0.67
O 3.48 1.59 0.69
H 4.31 1.30 -1.15
H 2.56 1.81 -1.12
H 3.93 2.91 -0.85
H 4.33 1.21 0.91
C -0.07 -0.39 -0.29
O -0.22 -0.05 1.08
H -0.84 -0.05 -0.98
H 0.86 0.00 -0.71
H 0.09 -1.46 -0.43
H -1.04 -0.38 1.45
*
```

Orbital gap (spin up / spin down) ... 0.376 / 0.134 Ha
Molecular weight ... 256.3 g/mol
Expectation value of S² ... 0.76
Highest occupied orbital energy (spin up / spin down) ... -12.48 / -12.47 eV

*C*
A cluster of 8 separate species, C8H32O8 in total, computed with wB97M-V/def2-TZVPD.

```
! wB97M-V def2-TZVPD RIJCOSX def2/J DEFGRID3
* xyz 1 2
C -0.52 -2.37 4.12
O -1.34 -2.80 5.16
H -0.10 -1.38 4.30
H 0.27 -3.10 3.99
H -0.96 -2.36 3.12
H -2.26 -2.68 4.90
C 1.96 4.76 2.17
O 1.35 3.68 2.82
H 2.31 5.27 3.06
H 2.77 4.53 1.49
H 1.39 5.56 1.69
H 0.67 3.24 2.29
C -0.86 -0.13 0.22
O -0.15 0.67 1.16
H -1.68 0.52 -0.06
H -0.27 -0.19 -0.70
H -1.17 -1.10 0.62
H 0.53 0.06 1.46
C 1.41 0.07 -4.02
O 0.96 -1.22 -4.23
H 1.34 0.45 -3.00
H 2.46 0.17 -4.30
H 0.91 0.78 -4.67
H 1.54 -1.98 -4.07
C -0.54 -3.43 -0.73
O -1.81 -2.97 -1.16
H -0.33 -4.43 -1.11
H 0.30 -2.83 -1.09
H -0.54 -3.60 0.34
H -1.63 -2.36 -1.87
C 2.92 -1.46 0.37
O 2.00 -1.61 1.50
H 2.93 -2.23 -0.40
H 2.80 -0.47 -0.07
H 3.92 -1.33 0.78
H 2.10 -2.52 1.79
C -2.04 3.71 0.73
O -0.93 3.22 1.42
H -2.31 4.69 1.13
H -1.82 3.89 -0.33
H -2.86 2.99 0.69
H -0.71 2.38 1.02
C -2.28 -0.14 -3.39
O -1.40 -1.17 -3.01
H -2.98 -0.55 -4.12
H -2.99 0.22 -2.65
H -1.70 0.72 -3.73
H -0.67 -1.22 -3.64
*
```

Orbital gap (spin up / spin down) ... 0.328 / 0.069 Ha
Molecular weight ... 256.3 g/mol
Expectation value of S² ... 0.76
Highest occupied orbital energy (spin up / spin down) ... -11.71 / -11.65 eV

Energies relative to the most stable structure, in kJ/mol: *A* 0.0; *B* 245.4; *C* 209.4.

*A*
A structure of composition C3H7ClN2O, computed with wB97M-V/def2-TZVPD.

```
! wB97M-V def2-TZVPD RIJCOSX def2/J DEFGRID3
* xyz 0 1
C 1.75 1.38 -0.34
C -0.07 -0.22 -0.15
C -1.37 0.43 0.50
H 1.96 0.94 -1.36
H 1.17 2.35 -0.41
H 3.06 1.55 0.11
H -0.10 -1.32 -0.10
H -0.15 0.01 -1.40
H -1.24 1.65 0.54
H -1.24 0.13 1.58
N 1.08 0.41 0.44
N 2.18 -0.79 0.64
O 2.46 -1.04 -0.45
Cl -2.81 -0.23 -0.18
*
```

Orbital gap ... 0.323 Ha
Molecular weight ... 122.6 g/mol
Highest occupied orbital energy ... -9.24 eV

*B*
A cluster of 2 separate species, C3H7ClN2O in total, computed with wB97M-V/def2-TZVPD.

```
! wB97M-V def2-TZVPD RIJCOSX def2/J DEFGRID3
* xyz 0 1
C -2.56 -0.10 0.75
C 1.58 -0.06 1.13
C 1.96 0.36 -1.11
N -2.07 -0.64 -0.33
N 1.22 -0.31 -0.09
O -1.98 0.12 1.79
Cl -4.24 0.44 0.35
H -1.15 -0.95 -0.39
H 2.39 0.66 1.33
H 1.06 -0.47 2.00
H 3.00 0.80 -0.76
H 2.16 -0.34 -1.94
H 1.34 1.18 -1.64
H -2.71 -0.70 -1.09
*
```

Orbital gap ... 0.410 Ha
Molecular weight ... 122.6 g/mol
Highest occupied orbital energy ... -10.34 eV

Energies relative to the most stable structure, in kJ/mol: *A* 485.9; *B* 0.0.